Entry 1:
Entry from OMol25: a molecular structure, C2H3ClNZr (wB97M-V/def2-TZVPD).

Structure (XYZ):
```
8
Properties=species:S:1:pos:R:3:forces:R:3
Zr -4.57658 -4.71577 -32.90762 3.410 1.566 2.632
Cl -2.65508 -3.79850 -31.47001 -3.726 -1.838 -2.692
C 0.11240 -1.16272 -31.35863 1.545 -1.556 -2.894
C 0.55446 -1.51611 -32.74497 -0.664 1.291 3.420
N 0.99826 -1.74385 -33.81052 0.372 -0.453 -1.521
H 0.73173 -1.75699 -30.68679 -0.239 0.242 0.364
H -0.95407 -1.38489 -31.39612 -0.704 0.080 0.473
H 0.18038 -0.08056 -31.24728 0.005 0.668 0.217
```
Forces are in eV/Å.

Results
Orbital gap (hartree): 0.088
Lowest unoccupied orbital energy (Ha): -0.7242
Charge: +3
Relative energy (zero: lowest compared OMol25 entry of this formula, charge and spin) (kJ/mol): 39.1
Multiplicity: 1
HOMO level (Ha): -0.81224

---

Entry 2:
Entry from OMol25: C4H6INO in the gas phase (wB97M-V/def2-TZVPD).

Structure (XYZ):
```
13
Properties=species:S:1:pos:R:3:forces:R:3
C 0.17380 -1.62778 -0.64288 -2.705 2.020 0.415
C -0.08321 -0.32615 0.24254 0.319 0.863 0.264
I -0.38348 -1.02222 2.35572 0.084 -0.076 -0.404
C 0.90145 0.91900 0.27145 0.975 -0.950 -0.308
C -0.32791 1.78567 -0.02303 -0.861 -0.831 -0.985
O -0.56897 2.95193 -0.15717 0.110 -0.914 0.233
N -1.14153 0.59730 -0.11188 -0.869 -0.486 -0.424
H -0.87000 -2.13917 -0.36867 2.656 0.163 -1.172
H 1.05886 -2.05460 -0.16441 -0.359 -0.600 -0.569
H 0.27393 -1.36112 -1.79497 -0.156 -0.614 2.536
H 1.68953 0.70543 -0.50480 -0.946 0.954 0.308
H 1.44976 1.25361 1.17814 -0.617 -0.686 -0.326
H -2.17224 0.31809 -0.28005 2.369 1.158 0.431
```
Forces are in eV/Å.

Results
Orbital gap (hartree): 0.358
Lowest unoccupied orbital energy (Ha): 0.0114
Relative energy (zero: lowest compared OMol25 entry of this formula, charge and spin) (kJ/mol): 143.3
Multiplicity: 1
HOMO level (Ha): -0.34623
SMILES: C[C@@]1(I)CC(=O)N1

---

Entry 3:
Entry from OMol25: C2H5NS in the gas phase (wB97M-V/def2-TZVPD).

Structure (XYZ):
```
9
Properties=species:S:1:pos:R:3:forces:R:3
C 1.09833 0.11604 1.67906 -0.376 -1.087 -1.039
N 0.10247 -0.36850 0.92343 3.589 2.724 2.693
S 0.22615 0.35653 -0.68791 -2.530 -1.855 0.782
C -1.43274 -0.43454 -0.99666 -1.534 0.383 -3.153
H 1.95275 0.62380 1.03277 -1.394 -0.517 2.118
H 1.23877 -0.02718 2.90779 -0.637 0.069 -3.701
H -1.37658 -1.51264 -0.73871 -0.040 0.925 -0.049
H -2.38255 0.05670 -0.63567 1.549 -0.257 0.834
H -1.76153 -0.35471 -2.11807 1.374 -0.384 1.514
```
Forces are in eV/Å.

Results
Orbital gap (hartree): 0.346
Lowest unoccupied orbital energy (Ha): 0.0272
Relative energy (zero: lowest compared OMol25 entry of this formula, charge and spin) (kJ/mol): 247.0
Multiplicity: 1
HOMO level (Ha): -0.31878
SMILES: C=NSC

---

Entry 4:
Entry from OMol25: 2 unconnected molecules or ions with the total composition C3H7NO (wB97M-V/def2-TZVPD).

Structure (XYZ):
```
12
Properties=species:S:1:pos:R:3:forces:R:3
C 0.86246 1.16920 -0.77735 -0.132 -0.683 -1.699
C 1.23728 0.02896 -0.19859 -2.956 -2.543 -0.736
N 0.65605 -1.29582 -0.66322 3.037 1.380 -0.706
C -0.29589 -1.29061 -1.49262 0.401 0.539 -0.386
H 0.53526 1.11431 -1.87170 -0.256 0.414 1.991
H 0.91043 2.08565 -0.22870 0.789 0.667 -0.329
H 1.96460 -0.10427 0.56540 -0.121 0.156 1.041
H -0.35222 -2.01589 -2.31761 -0.425 -0.609 1.032
H -0.96661 -0.45208 -1.58268 -0.362 0.681 -0.175
O -1.29167 0.37189 3.12854 -2.474 0.375 2.250
H -2.28806 0.23555 3.15222 2.129 0.185 -0.364
H -0.97162 0.15310 2.28631 0.370 -0.561 -1.922
```
Forces are in eV/Å.

Results
Orbital gap (hartree): 0.334
Lowest unoccupied orbital energy (Ha): 0.0044
Relative energy (zero: lowest compared OMol25 entry of this formula, charge and spin) (kJ/mol): 346.3
Multiplicity: 1
HOMO level (Ha): -0.32979
SMILES: C=CN=C.O

---

Which of these has the highest lowest unoccupied orbital energy? C2H5NS